Density functional theory data (the ωB97M-V functional and the def2-TZVPD basis) for a structure of composition C7H6Cl2MnN2O3SYb in a non-equilibrium geometry.

Its charge is +4. Its frontier orbital gap (spin up / spin down) is 6.36 / 6.73 eV. As for the multiplicity: 6.

Element x y z (Å)
Yb: 0.874 4.135 -0.909
Mn: 0.292 1.474 0.306
Cl: 2.802 2.960 -0.001
Cl: -0.745 2.527 -1.753
C: -1.438 0.799 1.154
C: 2.485 6.454 -1.689
C: 0.238 6.648 -1.845
O: -2.289 -0.002 1.320
O: 2.753 7.558 -2.003
O: -0.198 7.609 -2.333
C: -1.492 -3.013 -0.936
N: -0.607 -3.112 0.237
C: -0.762 -4.091 1.226
C: 0.222 -3.846 2.196
N: 0.895 -2.701 1.768
C: 0.373 -2.229 0.578
S: 0.918 -0.857 -0.294
H: -2.255 -2.321 -0.642
H: -0.923 -2.572 -1.728
H: -1.942 -3.980 -1.148
H: -1.588 -4.799 1.163
H: 0.641 -4.241 3.120
H: 1.747 -2.401 2.213



Density functional theory data (the ωB97M-V functional and the def2-TZVPD basis) for a structure of composition C4H8N3O in a non-equilibrium geometry.

Its charge is +1. Its frontier orbital gap is 8.34 eV.

Element x y z (Å)
C: 1.431 0.161 0.398
C: 0.244 0.819 0.284
C: -1.951 -1.076 0.111
C: 3.536 -0.943 -0.126
N: 2.486 -0.300 0.053
N: 0.146 2.122 -0.148
N: -3.122 -0.465 -0.135
O: -0.938 0.363 0.578
H: -1.603 -1.531 -0.851
H: -1.731 -1.663 1.018
H: 3.771 -1.859 0.207
H: 4.415 -0.713 -0.690
H: 0.980 2.485 -0.517
H: -0.654 2.670 0.186
H: -3.500 -0.126 -0.989
H: -3.509 0.058 0.618



Density functional theory data (the ωB97M-V functional and the def2-TZVPD basis) for a cluster of 4 separate species, C21H22BFO10SSi in total in a non-equilibrium geometry.

Its charge is 0. As for the SMILES: CB(O)[Si@@H](CCO)S(=O)(=O)F.O=C1C=CC(=O)C=C1.O=C1C=CC(=O)C=C1.O=C1C=CC(=O)C=C1. Its frontier orbital gap is 7.93 eV.

Element x y z (Å)
C: 0.607 0.996 4.266
B: 1.100 1.105 2.699
O: 2.265 0.343 2.186
Si: 0.122 2.261 1.440
C: -1.764 1.873 1.415
C: -2.668 2.733 2.479
O: -2.947 1.923 3.688
S: 0.613 4.363 1.659
O: 1.399 4.612 3.002
O: -0.592 5.326 1.516
F: 1.710 4.792 0.366
H: 1.438 0.493 4.920
H: 0.326 2.062 4.688
H: -0.338 0.266 4.265
H: 3.034 0.944 1.959
H: 0.640 1.866 0.105
H: -2.152 1.965 0.291
H: -1.898 0.726 1.705
H: -3.720 2.944 1.955
H: -2.197 3.744 2.832
H: -3.951 1.798 3.763
O: -2.629 -1.276 1.517
C: -1.811 -2.060 1.055
C: -2.236 -3.265 0.316
C: -1.341 -4.121 -0.186
C: 0.110 -3.898 -0.026
O: 0.928 -4.682 -0.488
C: 0.534 -2.693 0.713
C: -0.360 -1.837 1.216
H: -3.303 -3.414 0.206
H: -1.636 -5.011 -0.730
H: 1.602 -2.544 0.823
H: -0.066 -0.947 1.760
O: 4.189 2.400 1.103
C: 4.907 2.987 0.305
C: 5.442 2.305 -0.890
C: 6.227 2.947 -1.761
C: 6.592 4.364 -1.566
O: 7.309 4.951 -2.365
C: 6.057 5.046 -0.371
C: 5.271 4.404 0.499
H: 5.165 1.266 -1.020
H: 6.629 2.462 -2.642
H: 6.334 6.085 -0.242
H: 4.869 4.889 1.381
O: -4.497 -4.037 -6.720
C: -4.338 -4.308 -5.538
C: -4.972 -5.494 -4.930
C: -4.799 -5.788 -3.638
C: -3.964 -4.941 -2.763
O: -3.804 -5.212 -1.581
C: -3.329 -3.755 -3.371
C: -3.503 -3.461 -4.663
H: -5.581 -6.106 -5.585
H: -5.258 -6.654 -3.176
H: -2.720 -3.143 -2.716
H: -3.044 -2.595 -5.125



Density functional theory data (the ωB97M-V functional and the def2-TZVPD basis) for the molecule C10H13NO3 in a non-equilibrium geometry.

Its charge is 0. As for the SMILES: [H]/N=C\C[C@H]1C=C1C(=O)OC(=O)C(C)C. Its frontier orbital gap is 9.57 eV.

Element x y z (Å)
H: -3.071 -2.946 0.012
N: -2.432 -2.460 -0.619
C: -2.532 -1.212 -0.617
C: -3.468 -0.347 0.177
C: -2.756 0.792 0.895
C: -1.450 0.563 1.584
C: -1.381 1.226 0.455
C: -0.645 1.840 -0.621
O: -1.102 2.589 -1.435
O: 0.670 1.426 -0.774
C: 1.486 0.987 0.225
O: 1.257 1.149 1.387
C: 2.718 0.326 -0.353
C: 3.568 -0.251 0.775
C: 2.321 -0.746 -1.370
H: -1.867 -0.671 -1.289
H: -4.191 0.081 -0.525
H: -4.020 -0.950 0.906
H: -3.441 1.527 1.311
H: -0.950 0.195 2.446
H: 3.280 1.111 -0.874
H: 3.812 0.521 1.501
H: 4.491 -0.668 0.377
H: 3.021 -1.040 1.288
H: 1.753 -0.311 -2.188
H: 1.716 -1.517 -0.896
H: 3.215 -1.212 -1.778



Density functional theory data (the ωB97M-V functional and the def2-TZVPD basis) for a structure of composition C5H7NO2S in a non-equilibrium geometry.

Its charge is 0. Its frontier orbital gap is 9.16 eV.

Element x y z (Å)
C: -0.570 -0.177 0.027
C: -0.146 2.034 -0.521
C: -1.589 1.867 -1.141
C: 1.768 -1.917 1.079
C: 0.016 -2.021 0.614
N: 0.151 0.829 0.272
O: 1.136 -2.336 -0.087
O: 0.590 -1.863 1.813
S: -1.968 0.022 -1.041
H: 0.605 2.098 -1.351
H: -0.038 2.892 0.271
H: -2.266 2.511 -0.619
H: -1.403 2.004 -2.182
H: 2.484 -2.588 1.496
H: 2.157 -0.890 0.984
H: -0.928 -2.466 0.386



Density functional theory data (the ωB97M-V functional and the def2-TZVPD basis) for a cluster of 2 separate species, C4H12 in total in a non-equilibrium geometry.

Its charge is -1. Its frontier orbital gap (spin up / spin down) is 2.67 / 12.28 eV. As for the multiplicity: 2.

Element x y z (Å)
C: 1.564 2.273 -0.931
C: 0.442 1.537 -0.069
H: 1.981 1.565 -1.759
H: 1.482 3.126 -1.494
H: 2.395 2.512 -0.270
H: -0.572 1.602 -0.401
H: 0.809 0.477 -0.003
H: 0.532 1.895 0.918
C: -0.396 -2.314 0.796
C: -1.671 -1.525 0.189
H: 0.448 -2.241 0.115
H: -0.253 -1.650 1.621
H: -0.558 -3.364 1.007
H: -1.506 -0.488 0.140
H: -2.124 -1.684 -0.742
H: -2.572 -1.721 0.884



Q: What is the charge in the second record?
A: +1



Q: What is the charge in the third record?
A: 0



Q: What is the charge in the first record?
A: +4



Q: Look up the charge of the fifth one.
A: 0